37
Properties=species:S:1:pos:R:3:forces:R:3 method="wB97M-V/def2-TZVPD" orbital_gap_ev=9.2 e_lumo_ha=0.0135 smiles="O=C(Nc1ccc(F)cc1F)c1ccc(COc2c(F)c(F)cc(F)c2F)o1" e_tot_ev=-42748.1371
O 2.972 3.320 -1.408 -0.178 0.087 -0.073
C 2.618 2.289 -0.875 0.206 -0.127 0.211
N 3.508 1.273 -0.653 0.611 0.240 0.026
C 3.272 -0.062 -0.334 0.035 -0.635 0.116
C 2.190 -0.782 -0.836 0.391 -0.066 0.081
C 2.004 -2.110 -0.502 0.033 -0.184 0.144
C 2.921 -2.734 0.324 0.059 0.277 -0.055
F 2.741 -4.026 0.655 0.019 0.020 -0.013
C 4.032 -2.070 0.814 -0.115 -0.069 -0.060
C 4.187 -0.743 0.473 -0.318 0.100 -0.175
F 5.267 -0.072 0.926 -0.125 -0.032 -0.055
C 1.244 2.109 -0.380 -0.737 0.898 -0.504
C 0.117 2.808 -0.726 0.813 -0.443 0.076
C -0.919 2.326 0.101 0.132 -0.440 0.488
C -0.348 1.377 0.903 -0.767 0.449 -0.163
C -0.928 0.512 1.979 0.702 -0.052 0.163
O -2.337 0.416 1.897 -0.150 0.082 0.001
C -2.937 -0.108 0.813 -0.453 -0.250 -0.501
C -4.336 0.041 0.772 0.080 0.003 0.007
F -4.930 0.693 1.778 -0.001 -0.073 -0.129
C -5.092 -0.462 -0.274 0.383 -0.008 0.030
F -6.417 -0.295 -0.270 0.025 0.055 0.107
C -4.495 -1.129 -1.330 0.186 0.077 0.185
C -3.124 -1.283 -1.302 -0.195 0.174 0.248
F -2.510 -1.924 -2.302 0.079 0.018 0.052
C -2.350 -0.792 -0.254 0.003 -0.058 -0.068
F -1.020 -1.006 -0.308 -0.133 -0.041 0.019
O 0.956 1.238 0.620 0.064 -0.159 0.301
H 4.479 1.544 -0.760 -0.230 0.056 -0.078
H 1.492 -0.298 -1.499 -0.077 0.064 -0.073
H 1.161 -2.660 -0.885 -0.097 -0.091 -0.027
H 4.753 -2.567 1.442 0.077 -0.046 0.065
H 0.052 3.565 -1.480 0.082 0.174 -0.167
H -1.941 2.645 0.109 -0.232 0.005 0.062
H -0.754 0.958 2.964 -0.005 -0.114 -0.173
H -0.448 -0.474 1.957 -0.103 0.153 0.022
H -5.081 -1.517 -2.145 -0.062 -0.045 -0.087